{"formula": "C25H16Cl2NO9PS2Zr", "method": "wB97M-V/def2-TZVPD", "lumo_ev": -1.181, "e_above_lowest_ev": 0.872, "gap_ev": 7.44, "max_force_ev_per_a": 1.45, "species": ["Zr", "Cl", "Cl", "S", "S", "P", "O", "O", "O", "O", "O", "O", "O", "O", "O", "N", "C", "C", "C", "C", "C", "C", "C", "C", "C", "C", "C", "C", "C", "C", "C", "C", "C", "C", "C", "C", "C", "C", "C", "C", "C", "H", "H", "H", "H", "H", "H", "H", "H", "H", "H", "H", "H", "H", "H", "H", "H"], "coordinates": [[-1.536267, 0.269768, -0.205556], [-2.139459, 3.264926, 0.216189], [-3.936823, 1.141813, 1.043583], [0.404924, 1.512683, -1.455457], [0.900644, -1.255046, 0.326179], [1.659336, 0.501851, -0.226629], [-4.367137, 1.322228, -4.155565], [-2.648733, 1.135095, -1.655132], [-0.292013, 0.481494, 3.729242], [-1.352916, -1.208182, -1.593461], [-3.785640, -3.726553, -0.599225], [-3.815085, -1.473398, -0.607811], [-3.544139, -1.051046, -5.830593], [-0.946148, 0.923411, 1.613592], [-2.690038, -2.999463, -3.664171], [-2.073524, -1.365771, 1.379086], [4.664336, -1.060676, -2.501200], [-3.311448, -0.841571, -4.680105], [2.102000, 1.509763, 1.207162], [-3.836845, 2.793901, 0.353172], [-2.747450, 0.304508, -2.685725], [2.890024, 0.924064, 2.196536], [1.668518, 2.819625, 1.352387], [-2.582997, -2.564791, 1.072832], [2.022400, 3.547074, 2.482156], [5.609672, -0.043854, -2.500118], [4.185487, 1.288679, -1.093595], [5.370474, 1.130622, -1.797765], [3.476221, -0.907188, -1.798324], [-2.304115, -3.686039, 1.812027], [-3.463741, -2.527489, -0.139711], [-0.763442, 0.160037, 2.673853], [-1.292488, -1.241587, 2.448208], [3.242075, 1.651057, 3.322126], [-3.584180, 0.452004, -3.881364], [-2.113192, -0.900361, -2.633689], [-0.982525, -2.307484, 3.270579], [3.236027, 0.267100, -1.089115], [-1.482622, -3.548155, 2.932712], [-2.633204, -1.793173, -3.673041], [2.805453, 2.962547, 3.466477], [1.049448, 3.264291, 0.584036], [6.534877, -0.164770, -3.049719], [1.677675, 4.566905, 2.596941], [4.851661, -1.975978, -3.048535], [-4.188261, -3.618340, -1.480967], [3.213307, -0.105087, 2.089322], [-2.718178, -4.641178, 1.521559], [3.848448, 1.192378, 4.092909], [-0.342843, -2.141509, 4.125874], [-4.351423, 3.469048, 1.021318], [2.735381, -1.697195, -1.791398], [6.109458, 1.922310, -1.794483], [3.067905, 3.525645, 4.353682], [-4.262665, 2.754343, -0.639104], [-1.237902, -4.416855, 3.530898], [4.001693, 2.203571, -0.543078]], "forces_ev_per_a": [[0.965, -0.096, 0.009], [-0.186, 0.308, 0.119], [-0.326, 0.293, 0.085], [-0.074, 0.007, 0.320], [-0.134, 0.181, -0.118], [0.611, 0.008, -0.140], [-0.020, 0.131, -0.079], [-0.543, 0.054, -1.008], [0.163, 0.062, 0.079], [-0.497, -0.555, -0.825], [-0.024, 0.164, -0.198], [-0.242, -0.041, -0.098], [-0.167, -0.067, -0.086], [0.327, 0.048, 1.409], [0.112, -0.121, -0.064], [0.238, -0.353, 0.072], [-0.041, 0.032, 0.042], [0.184, 0.063, 0.186], [-0.062, 0.033, 0.127], [0.167, -0.101, 0.026], [-0.247, 0.403, -0.047], [0.003, 0.030, 0.049], [0.031, 0.071, 0.034], [-0.084, 0.223, -0.163], [0.015, -0.055, -0.005], [-0.037, 0.008, 0.004], [0.007, -0.043, -0.030], [-0.044, -0.018, 0.017], [0.048, 0.045, 0.012], [0.034, -0.219, 0.211], [0.159, -0.158, 0.274], [-0.181, 0.199, -0.333], [-0.176, 0.239, -0.004], [-0.004, -0.016, -0.043], [0.080, -0.116, 0.064], [0.235, -0.448, 0.034], [-0.050, -0.124, 0.110], [0.047, -0.032, -0.101], [-0.048, -0.154, -0.012], [-0.127, 0.143, 0.056], [-0.032, 0.003, -0.036], [-0.002, 0.008, 0.002], [-0.013, -0.004, 0.017], [-0.002, -0.019, -0.010], [-0.013, 0.022, 0.011], [0.044, -0.061, 0.108], [-0.001, 0.007, 0.009], [0.030, 0.022, 0.010], [-0.015, 0.004, -0.018], [-0.021, 0.006, -0.010], [-0.035, 0.030, 0.063], [0.004, 0.010, 0.000], [-0.030, -0.017, -0.001], [0.006, -0.015, -0.027], [-0.025, -0.036, -0.083], [-0.020, 0.021, -0.020], [0.010, -0.011, 0.002]]}

{"formula": "CH13O5S", "method": "wB97M-V/def2-TZVPD", "lumo_ev": 3.273, "e_above_lowest_ev": 0.806, "gap_ev": 7.01, "max_force_ev_per_a": 1.64, "total_charge": -1, "species": ["S", "O", "O", "O", "O", "O", "C", "H", "H", "H", "H", "H", "H", "H", "H", "H", "H", "H", "H", "H"], "coordinates": [[-1.236811, 0.584876, 0.929900], [0.783821, -0.750386, -1.042867], [3.314141, -3.420611, 2.313960], [0.113181, 3.361842, -0.393738], [-0.290052, -3.279082, -2.091387], [-2.087536, 2.091861, -1.994931], [0.323087, 1.005549, 1.773466], [1.376726, 0.012884, -1.087962], [-0.947116, -3.008587, -1.443882], [0.190515, 1.958880, 2.294881], [-0.019655, -0.323005, -0.655719], [0.475959, -2.718343, -1.930354], [3.384463, -3.770597, 1.414996], [0.446031, 0.346699, 2.641647], [-2.907405, 1.788492, -2.406298], [2.433811, -3.029887, 2.323213], [-0.352805, 3.410868, -1.238204], [1.288455, 0.988769, 1.268273], [-2.043911, 1.613588, -1.146391], [-0.445971, 2.696316, 0.056136]], "forces_ev_per_a": [[0.040, 0.030, -0.422], [0.339, 0.385, -0.232], [-0.071, -0.184, -0.319], [-0.330, -0.036, -0.149], [-0.070, -0.585, -0.222], [-0.434, -0.022, -0.275], [-0.287, 0.023, 1.610], [-0.012, -0.291, -0.099], [0.180, 0.228, 0.040], [0.251, 0.279, -0.460], [-0.141, -0.273, 0.321], [-0.179, 0.460, 0.213], [0.050, 0.104, 0.229], [0.013, -0.362, -0.216], [0.255, 0.090, 0.108], [-0.005, 0.120, 0.068], [0.116, 0.079, -0.044], [-0.280, 0.097, -0.554], [0.313, -0.061, 0.220], [0.253, -0.080, 0.183]]}

{"formula": "C28H79N7O8", "method": "wB97M-V/def2-TZVPD", "lumo_ev": 0.038, "e_above_lowest_ev": 3.340, "gap_ev": 7.95, "max_force_ev_per_a": 3.55, "smiles": "COC[C@H](C)N.COC[C@H](C)N.COC[C@H](C)N.COC[C@H](C)N.COC[C@H](C)N.COC[C@H](C)N.COC[C@H](C)N.O", "species": ["O", "O", "O", "O", "O", "O", "O", "O", "N", "N", "N", "N", "N", "N", "N", "C", "C", "C", "C", "C", "C", "C", "C", "C", "C", "C", "C", "C", "C", "C", "C", "C", "C", "C", "C", "C", "C", "C", "C", "C", "C", "C", "C", "H", "H", "H", "H", "H", "H", "H", "H", "H", "H", "H", "H", "H", "H", "H", "H", "H", "H", "H", "H", "H", "H", "H", "H", "H", "H", "H", "H", "H", "H", "H", "H", "H", "H", "H", "H", "H", "H", "H", "H", "H", "H", "H", "H", "H", "H", "H", "H", "H", "H", "H", "H", "H", "H", "H", "H", "H", "H", "H", "H", "H", "H", "H", "H", "H", "H", "H", "H", "H", "H", "H", "H", "H", "H", "H", "H", "H", "H", "H"], "coordinates": [[-7.672020, -3.357296, 11.044359], [-3.641713, -2.192277, 13.852626], [-4.891921, 2.521678, 11.924211], [-6.984245, 4.493816, 17.185436], [-1.534240, -6.414676, 16.590214], [-0.056304, 4.305845, 13.082980], [-8.185300, -3.360046, 16.598026], [-1.411454, -6.888393, 11.239555], [-8.203697, -1.131297, 18.213976], [-0.546094, -6.879826, 19.499049], [-6.883875, 1.288934, 17.084178], [-10.946160, -1.788748, 11.784681], [-3.471633, 3.562766, 14.412568], [-4.631260, 0.141484, 15.166720], [-1.529269, -10.584325, 11.298170], [-1.005737, -8.255871, 11.001160], [-1.324641, -9.147828, 19.249779], [-9.623662, -1.948958, 11.188526], [-9.180682, -2.376966, 16.484962], [-9.036692, -0.557766, 10.938353], [-0.812626, -7.897299, 18.461495], [-1.422020, 2.157567, 14.304347], [-6.768742, -4.219311, 11.632014], [-1.983213, 3.569786, 14.211586], [-2.754747, -5.966014, 15.911342], [-8.745482, -2.999470, 11.825763], [-2.775755, -8.972501, 12.554917], [-7.900949, -4.093409, 15.339080], [-5.373414, 1.532679, 18.902113], [-10.555688, -0.792536, 17.924214], [-6.436588, 2.241232, 18.167967], [-5.382347, -0.771924, 14.313761], [-0.569408, -6.174972, 12.171348], [-2.091600, -9.276868, 11.225797], [-5.977520, 3.494721, 17.410936], [-1.931730, -7.534854, 17.444620], [-9.423808, -1.746447, 17.899396], [-1.494327, 4.393730, 13.045414], [-6.601136, -0.028018, 13.668153], [-6.385950, 5.708979, 16.687485], [-4.608629, -1.413956, 13.208301], [0.703067, 5.023529, 12.048233], [-2.898227, -2.855551, 12.854634], [-2.315104, -8.936392, 19.652735], [-8.831435, -4.146145, 14.773831], [-1.915870, -3.034831, 13.291588], [-0.617903, -8.407338, 9.993822], [-3.317488, -5.302623, 16.568114], [0.946390, 4.366178, 11.213492], [-7.283663, -5.084195, 12.050264], [-9.720360, 0.104179, 10.406819], [-3.447883, -9.781334, 12.841503], [-3.519490, -3.694741, 12.541741], [-6.493621, 0.154409, 12.598924], [-0.885312, -5.165314, 12.433817], [-1.823264, 5.426029, 13.164797], [-4.575625, 1.268392, 18.208010], [-1.415567, 1.589294, 13.374230], [-2.174325, -11.290207, 11.623358], [-9.747354, -2.514455, 18.601962], [-5.689343, -1.582676, 14.974470], [-1.874272, 4.015347, 12.096429], [-11.419921, -0.898214, 11.733583], [0.431896, -6.059500, 11.756414], [-11.569501, -2.511046, 11.453282], [-3.429923, -8.101429, 12.517396], [0.173909, 5.893091, 11.658423], [-4.580469, 1.003159, 14.642287], [-0.393709, 2.344149, 14.613985], [-3.398756, -6.786531, 15.594944], [-9.862340, -2.415037, 10.232547], [-9.381567, -3.798394, 12.206836], [-8.937117, -0.074429, 11.910244], [-0.663025, -9.276535, 20.106386], [-7.613329, -5.139856, 15.440694], [-5.095149, 2.163579, 19.746284], [-2.028253, -8.743132, 13.314338], [-7.107622, 6.479941, 16.417482], [-7.131871, -3.605649, 14.740155], [-7.459880, 1.805317, 16.434823], [-8.899032, -1.695247, 15.682461], [-4.124351, -0.691170, 12.551676], [-2.896313, -9.156103, 10.500576], [-7.450043, -0.670276, 13.902568], [-5.636049, 6.127615, 17.358680], [-6.019907, -4.502344, 10.892268], [-5.756982, 2.449425, 11.520886], [0.156619, -8.167458, 18.042358], [-1.587079, 3.984434, 15.138539], [-4.295980, 2.129900, 11.285778], [-5.243372, 3.955870, 18.071595], [-0.801842, -10.521912, 11.996065], [-10.493320, 0.122449, 17.335133], [-2.598240, -5.409165, 14.987480], [-0.652653, -6.796884, 13.062642], [-8.055963, -0.491202, 10.467347], [-0.166719, -8.476271, 11.661140], [-1.810768, 1.585686, 15.146915], [-10.661844, -0.490556, 18.966153], [-6.843786, 0.975325, 14.018193], [-7.978373, -0.292369, 17.698674], [1.668109, 5.423613, 12.359245], [0.313934, -7.173420, 19.939800], [-2.822255, -7.270645, 18.014936], [-1.418222, -10.004537, 18.582379], [-3.663556, -0.144318, 15.211060], [-5.953694, 5.460623, 15.718164], [-11.443830, -1.291745, 17.536791], [-3.891925, 2.981997, 13.701114], [-6.070226, 0.856869, 16.670164], [-2.171623, -8.380228, 16.799723], [-7.293884, 2.492946, 18.792305], [-6.271785, -3.791222, 12.502572], [-0.391090, -6.041995, 18.956731], [-2.744016, -2.312063, 11.922465], [-3.714108, 4.455312, 14.006794], [-10.061134, -2.891717, 16.100324], [-5.282554, -1.999609, 12.583054], [-8.361206, -2.539345, 12.736101], [-7.494299, -1.797380, 17.943449], [-5.526114, 3.139968, 16.484400], [-5.737685, 0.617436, 19.368754]], "forces_ev_per_a": [[-0.231, 0.389, -1.717], [0.562, 0.217, -0.925], [0.045, 0.027, 0.118], [0.025, 0.267, 0.017], [-1.820, -0.528, -0.314], [0.828, 1.054, -0.849], [1.610, -1.991, -1.014], [-0.186, 0.118, -0.574], [1.629, -0.139, 1.794], [-0.907, 0.066, -1.135], [-0.971, 0.285, 1.530], [-0.086, -0.837, 1.313], [1.075, 0.643, -1.003], [0.313, 0.435, -0.574], [1.072, -0.697, -0.813], [0.664, 0.777, -0.147], [-0.011, 0.951, -0.670], [-1.007, 0.387, -2.707], [-1.447, -1.005, -0.124], [0.201, 0.199, 0.878], [-1.003, -1.312, 1.003], [1.022, 0.398, 0.057], [0.175, -0.579, 0.717], [-1.024, -1.190, 1.681], [0.519, 0.128, 0.331], [-0.279, 1.538, 2.463], [-0.678, 0.807, 0.239], [-1.081, 1.019, 0.896], [0.345, 0.053, 1.118], [-1.101, 0.668, -0.124], [-1.888, -0.384, -2.977], [-1.057, 1.216, -0.214], [-0.374, -1.302, -0.267], [-1.797, 1.201, 1.636], [0.519, 0.668, 1.446], [1.740, 1.060, 0.173], [0.096, -0.344, -2.813], [1.205, -0.244, -0.109], [-0.007, -0.582, 0.663], [-0.237, -1.062, -0.750], [-0.128, 0.271, 0.698], [-0.932, -0.389, 0.183], [0.043, -0.359, 0.305], [-0.044, 0.089, 0.035], [-0.076, 0.242, -0.238], [-0.136, -0.738, -0.204], [0.043, 0.463, -0.245], [-0.089, -0.094, 0.187], [-0.326, -0.238, -0.064], [-0.037, -0.509, -0.263], [-0.130, -0.358, -0.342], [0.305, -0.253, 0.199], [0.637, -0.777, 0.062], [0.107, -0.636, -0.160], [-0.750, -0.169, -0.491], [-0.020, 0.246, -0.038], [0.388, 0.194, 0.316], [-0.179, -0.095, -0.001], [-0.231, 0.126, -0.096], [0.624, -0.486, 0.002], [-0.475, -0.100, -0.122], [-0.123, -0.148, -0.230], [0.549, 0.044, -0.223], [0.252, -0.342, 0.255], [-0.081, 0.124, 0.138], [0.110, 0.261, -0.194], [-0.404, -0.061, 0.049], [0.026, 0.584, 0.140], [0.330, -0.460, -0.445], [0.074, -0.385, 0.300], [0.503, 0.178, -0.761], [-0.018, -0.647, -0.445], [0.162, 0.043, 0.265], [0.029, -0.531, -0.179], [0.189, 0.154, 0.973], [0.787, 0.010, -0.118], [-0.012, -0.369, 0.317], [-0.523, -0.289, 0.649], [-0.005, 0.321, 0.107], [0.217, -0.168, -0.418], [0.061, 0.849, 0.296], [0.079, 0.413, -0.093], [0.327, -0.418, -0.626], [-0.362, 0.261, -0.541], [0.055, -0.141, 0.121], [-0.143, -0.079, 0.058], [-0.314, 0.012, -0.051], [-0.239, -0.091, -0.922], [-0.014, 0.701, -0.118], [0.230, -0.113, -0.189], [0.603, 0.291, -0.221], [0.268, -0.362, 0.112], [0.617, 0.010, -0.156], [0.859, 0.061, 0.137], [0.868, 0.365, 0.456], [-0.074, -0.460, -0.101], [0.105, -0.179, 0.294], [-0.583, 0.078, -0.233], [-0.440, 0.074, -0.026], [0.331, -0.099, 0.753], [-0.268, 0.487, -0.163], [-0.151, -0.339, 0.922], [0.170, 0.390, 0.145], [-0.098, 0.136, 0.107], [0.315, -0.249, 0.287], [0.237, -0.423, 0.291], [0.642, 0.050, -0.031], [-0.301, -0.043, 0.405], [0.010, -0.630, -0.142], [0.078, 0.159, -0.558], [0.095, -0.233, 0.050], [-0.034, -0.055, 0.125], [0.213, 0.396, 0.078], [0.400, 0.551, 0.401], [0.004, 0.720, 0.110], [-0.703, 0.717, 0.444], [-0.633, -0.025, 0.023], [-0.078, -0.323, -0.103], [0.225, 0.083, 0.597], [0.515, 0.025, 0.352], [0.245, 0.411, -0.143], [-0.229, -0.100, -0.305]]}